No. 1
{"formula": "C46H54CeN3O6PS3", "method": "ωB97M-V/def2-TZVPD", "elements": ["Ce", "C", "C", "C", "C", "C", "C", "C", "C", "C", "H", "H", "H", "H", "H", "H", "H", "H", "H", "H", "H", "H", "N", "C", "C", "C", "C", "C", "N", "C", "C", "C", "C", "C", "N", "H", "H", "H", "H", "H", "H", "H", "H", "H", "O", "C", "C", "C", "C", "C", "C", "C", "O", "O", "H", "H", "H", "H", "H", "C", "C", "C", "O", "P", "S", "S", "O", "C", "C", "C", "H", "H", "H", "H", "H", "H", "H", "H", "H", "H", "H", "H", "H", "H", "O", "S", "C", "C", "C", "C", "C", "C", "C", "C", "C", "C", "C", "C", "C", "C", "H", "H", "H", "H", "H", "H", "H", "H", "H", "H", "H", "H", "H", "H"], "xyz": [[-0.0975, -0.2706, -1.3422], [-3.6473, 6.9307, 0.1085], [-2.6222, 6.1538, 0.8373], [-1.2789, 6.2925, 0.5036], [-0.2738, 5.7166, 1.3273], [1.1884, 6.0115, 1.1207], [-0.7062, 5.0371, 2.4901], [-2.0392, 4.7908, 2.7630], [-2.4561, 4.0109, 3.9876], [-2.9954, 5.3901, 1.9484], [-4.6629, 6.5033, 0.2525], [-3.3924, 7.0279, -0.9715], [-3.6014, 7.9715, 0.4600], [-0.9976, 6.7814, -0.4497], [1.3249, 6.8000, 0.3748], [1.7591, 5.1093, 0.8040], [1.6974, 6.3026, 2.0604], [0.0048, 4.6870, 3.2461], [-2.5971, 4.6442, 4.8592], [-1.6379, 3.3094, 4.1499], [-3.3941, 3.4424, 3.8422], [-4.0457, 5.1694, 2.1531], [-2.3179, 0.8962, -3.3160], [-2.9919, 0.5809, -2.1225], [-4.1568, -0.2547, -2.2073], [-4.7898, -0.6126, -1.0122], [-4.3284, -0.0437, 0.2418], [-3.1963, 0.7178, 0.1934], [-2.4776, 0.9317, -0.9546], [-1.3920, 1.9057, -3.5848], [-1.3816, 2.5237, -4.8457], [-0.6740, 3.7325, -4.9197], [0.0499, 4.2221, -3.8526], [0.0889, 3.4387, -2.7175], [-0.5512, 2.2417, -2.6109], [-2.7928, 0.4947, -4.1047], [-4.5223, -0.5471, -3.1614], [-5.5424, -1.3572, -1.0495], [-4.8581, -0.1733, 1.1929], [-2.7803, 1.1453, 1.1109], [-2.0667, 2.1413, -5.5968], [-0.6514, 4.2699, -5.8831], [0.5479, 5.1819, -3.9279], [0.6985, 3.6336, -1.8370], [-2.2014, -3.2709, -4.4837], [-1.5263, -4.3238, -4.0223], [-1.6404, -5.5790, -4.6759], [-0.8626, -6.6702, -4.3184], [0.1282, -6.5533, -3.2786], [0.1288, -5.3940, -2.5253], [-0.6061, -4.3015, -2.9488], [-0.4527, -2.9880, -2.3100], [0.1459, -2.8126, -1.2114], [-1.0491, -1.9488, -2.8566], [-1.8332, -2.4913, -3.9436], [-2.3293, -5.6834, -5.4965], [-0.9145, -7.5501, -4.9436], [0.7780, -7.3999, -2.9901], [0.6965, -5.2649, -1.6165], [3.1759, -1.7624, -3.1153], [2.9328, -0.2514, -3.1221], [1.9921, 0.2403, -4.2042], [2.2901, 0.1249, -1.8018], [3.0279, 1.3391, -0.8817], [3.3069, 2.9697, -1.8519], [1.5357, 1.4414, 0.4378], [4.1951, 0.3976, -0.3538], [5.5448, 0.7434, 0.1213], [6.4568, 0.9205, -1.0435], [6.0351, -0.3782, 1.0431], [4.1187, -1.9970, -3.5676], [2.4148, -2.3744, -3.6303], [3.2858, -2.1404, -2.1092], [3.8871, 0.3452, -3.1788], [1.0427, -0.3073, -4.2490], [2.4364, 0.0730, -5.2214], [1.8133, 1.3295, -4.1273], [5.4270, 1.6980, 0.6404], [6.5552, -0.0302, -1.5747], [7.4815, 1.1863, -0.7009], [6.1462, 1.7339, -1.7417], [5.6308, -1.3786, 0.7976], [5.7791, -0.1492, 2.1024], [7.1328, -0.4184, 1.0284], [-0.6325, -0.9248, 0.8181], [-0.8280, -2.3092, 1.4522], [-1.5848, -1.8711, 3.0886], [-2.0681, -3.2305, 3.6328], [-2.6853, -4.0974, 2.7416], [-3.2300, -5.2697, 3.2716], [-3.1306, -5.6305, 4.6131], [-2.5268, -4.6983, 5.4801], [-1.9040, -3.5474, 4.9904], [0.8596, -2.8785, 2.0230], [1.4926, -2.1981, 3.1881], [1.5403, -2.8025, 4.4566], [2.2786, -2.2226, 5.5122], [2.9362, -1.0050, 5.3660], [2.8137, -0.3679, 4.1260], [2.1489, -0.9593, 3.0436], [-2.4328, -1.2133, 2.8366], [-0.9409, -1.3211, 3.7933], [-2.7416, -3.8355, 1.6729], [-3.7008, -5.9658, 2.5739], [-3.5612, -6.5665, 4.9230], [-2.5486, -4.8411, 6.5547], [-1.3985, -2.7761, 5.6013], [1.4931, -2.6877, 1.1422], [0.7315, -3.9544, 2.1580], [1.0099, -3.7670, 4.5941], [2.3884, -2.7731, 6.4121], [3.3849, -0.5196, 6.2369], [3.3330, 0.5531, 3.8953], [1.9545, -0.3234, 2.1668]], "forces_ev_per_a": [[0.1, 0.7, 1.5], [-0.5, 0.5, -1.1], [0.1, -0.3, 0.6], [1.1, -0.9, 0.1], [-1.1, 0.6, 0.7], [0.6, -0.6, 0.0], [0.7, -0.1, -0.3], [-0.8, 0.7, -0.1], [0.1, -0.4, -0.6], [0.1, -0.5, -0.4], [0.6, 0.5, -0.2], [-0.4, -0.3, 0.6], [-0.4, -0.3, 0.1], [-0.1, 0.0, 0.8], [0.1, -0.1, 0.1], [-0.4, 0.4, -0.1], [-0.5, 0.1, -0.4], [0.1, 0.1, -0.5], [0.1, 0.1, 0.1], [-0.2, -0.2, 0.6], [0.4, 0.3, -0.1], [0.2, 0.4, -0.1], [0.0, -1.2, 0.8], [-0.8, -0.7, -0.1], [0.5, 0.9, 1.9], [1.9, 1.2, 0.1], [-0.6, -0.4, -1.3], [0.3, -0.1, 0.1], [0.7, -0.3, 0.3], [0.1, 0.6, -0.6], [-0.2, 0.6, 1.2], [-0.3, -0.7, -1.8], [-0.2, -0.1, 0.5], [0.5, -1.1, 0.8], [0.0, 0.0, 0.1], [0.1, 0.1, -0.4], [-0.3, -0.4, -0.6], [-0.9, -0.3, 0.1], [0.2, -0.1, -0.6], [0.0, -0.1, -0.4], [0.3, 0.3, -0.2], [-0.2, -0.2, 0.6], [0.0, -0.2, 0.2], [-0.1, 0.4, -0.4], [0.3, 0.2, 0.4], [0.6, -1.9, -0.8], [-0.1, 0.1, 0.3], [1.3, 1.2, 0.4], [-0.9, -0.5, 0.3], [0.5, -1.0, -0.5], [-1.1, 2.8, -0.1], [-0.7, -1.3, 0.2], [0.4, 1.5, -0.3], [1.4, 1.5, 1.6], [-0.8, -0.8, -0.9], [-0.2, 0.1, -0.1], [-0.1, -0.2, 0.2], [-0.6, 0.6, -0.3], [0.4, -0.2, -0.1], [-0.3, 0.0, 0.0], [0.2, 0.3, 0.1], [0.5, 0.4, -1.1], [-0.4, -0.3, -0.9], [0.3, -0.7, -0.6], [0.7, -0.4, 0.2], [-1.6, -0.5, 0.1], [-0.4, 0.2, -0.2], [0.0, 0.3, 0.3], [0.9, 0.6, -1.0], [-0.2, 0.2, 1.1], [0.5, 0.0, -0.6], [0.1, 0.5, 0.2], [-0.1, 0.1, 0.4], [-0.9, -0.7, 0.2], [-0.1, -0.1, 0.3], [-0.2, 0.1, 0.9], [0.0, -0.5, 0.1], [0.2, -0.2, 0.2], [-0.1, 0.1, -0.2], [-0.7, -0.1, -0.1], [0.0, -0.7, 0.5], [0.2, 0.6, -0.1], [-0.1, -0.3, -0.7], [-0.3, 0.0, -0.2], [0.7, 1.3, -2.0], [0.4, -0.1, 2.1], [-0.4, -0.9, -0.2], [0.7, 0.9, -0.2], [-0.4, -0.2, 0.7], [0.1, -0.8, -0.9], [0.3, 1.7, -0.4], [0.3, -0.2, 0.2], [-0.7, 0.5, -0.6], [0.0, 0.4, -0.5], [0.4, 0.6, 1.1], [0.2, -0.3, -0.1], [-0.3, -0.2, -1.1], [-0.9, 0.1, -0.4], [0.4, -0.4, -0.6], [-0.8, 0.3, 0.5], [0.2, -0.3, -0.1], [0.2, -0.3, -0.6], [-0.4, -0.4, 0.7], [0.0, 0.2, 0.2], [0.0, 0.0, 0.4], [0.2, -0.3, -0.1], [-0.4, -0.8, 0.0], [-0.4, -0.3, 0.0], [0.0, 0.1, 0.0], [0.5, 0.7, 0.1], [-0.2, -0.3, 0.8], [0.2, -0.3, -0.5], [-0.1, 0.2, 0.4], [0.6, -0.7, 0.2]], "lowdin_charge": [1.335, -0.064, -0.300, -0.016, -0.252, -0.058, -0.030, -0.291, -0.052, -0.018, 0.089, 0.085, 0.094, 0.122, 0.076, 0.066, 0.090, 0.120, 0.085, 0.066, 0.080, 0.118, 0.129, -0.317, 0.037, 0.017, -0.019, -0.108, 0.036, -0.328, 0.029, -0.027, -0.033, -0.111, 0.065, 0.149, 0.115, 0.109, 0.125, 0.134, 0.125, 0.135, 0.127, 0.062, 0.080, -0.240, 0.013, -0.022, -0.043, -0.025, -0.090, -0.482, -0.078, -0.142, 0.049, 0.121, 0.114, 0.119, 0.121, -0.006, -0.375, -0.038, -0.541, -0.106, 0.400, 0.504, -0.293, -0.429, -0.066, -0.029, 0.088, 0.098, 0.087, 0.142, 0.076, 0.127, 0.080, 0.141, 0.093, 0.107, 0.075, 0.094, 0.085, 0.089, -0.672, 1.078, -0.207, -0.299, -0.088, -0.069, -0.047, -0.048, -0.041, -0.211, -0.288, -0.033, -0.056, -0.053, -0.064, -0.048, 0.100, 0.112, 0.087, 0.113, 0.110, 0.112, 0.126, 0.104, 0.113, 0.124, 0.099, 0.119, 0.104, 0.026], "orbital_gap_ev": [3.3996, 3.4169], "de_lowest_kj_mol": 122.6, "charge": 2, "energy_ev": -120047.8194, "lumo_ev": [-8.6, -8.6], "spin_multiplicity": 1, "homo_energy_ev": [-12.00, -12.00]}



No. 2
{"formula": "C46H54F3MnN5OP3", "method": "ωB97M-V/def2-TZVPD", "elements": ["Mn", "C", "C", "P", "C", "C", "C", "C", "C", "C", "C", "C", "C", "C", "C", "C", "C", "P", "C", "C", "C", "C", "C", "C", "C", "C", "C", "C", "C", "C", "H", "H", "H", "H", "H", "H", "H", "H", "H", "H", "H", "H", "H", "H", "H", "H", "H", "H", "H", "H", "H", "H", "H", "H", "H", "H", "C", "C", "N", "C", "C", "N", "H", "H", "H", "H", "H", "H", "C", "N", "C", "P", "O", "N", "C", "C", "N", "C", "C", "H", "H", "H", "H", "H", "H", "H", "H", "H", "H", "H", "H", "H", "H", "H", "H", "H", "H", "F", "C", "F", "F", "C", "C", "C", "C", "C", "C", "C", "C", "H", "H", "H", "H"], "xyz": [[0.1777, -0.3190, -0.1397], [-1.8275, 0.0867, 2.0881], [-1.5193, -1.4299, 2.3034], [0.1704, -2.0522, 1.8023], [-0.1218, -3.8067, 1.3001], [0.6619, -4.3472, 0.2794], [0.5394, -5.6872, -0.0780], [-0.3756, -6.4980, 0.5843], [-1.1569, -5.9725, 1.6097], [-1.0228, -4.6387, 1.9664], [0.9924, -2.3636, 3.4163], [0.5175, -1.8254, 4.6076], [1.1345, -2.1266, 5.8194], [2.2422, -2.9596, 5.8473], [2.7374, -3.4864, 4.6574], [2.1186, -3.1903, 3.4527], [-0.9514, 1.0939, 2.8453], [0.8219, 1.1778, 1.9280], [1.6488, 1.8476, 3.4407], [1.9579, 1.0164, 4.5207], [2.5598, 1.5226, 5.6683], [2.8597, 2.8766, 5.7549], [2.5702, 3.7076, 4.6828], [1.9762, 3.1949, 3.5308], [2.5848, 1.0156, 0.9984], [2.5614, 0.7226, -0.3613], [3.7029, 0.4106, -1.1000], [4.9267, 0.3335, -0.4607], [4.9842, 0.5767, 0.9091], [3.8322, 0.9026, 1.6246], [-2.8788, 0.2357, 2.3428], [-1.7997, 0.3277, 1.0198], [-2.2193, -2.0291, 1.7193], [-1.6994, -1.6776, 3.3422], [1.3762, -3.7156, -0.2369], [1.1618, -6.0986, -0.8673], [-0.4742, -7.5420, 0.3118], [-1.8568, -6.6090, 2.1409], [-1.6191, -4.2450, 2.7860], [-0.3362, -1.1603, 4.6117], [0.7460, -1.7002, 6.7386], [2.7200, -3.2002, 6.7919], [3.6077, -4.1339, 4.6683], [2.5177, -3.6094, 2.5364], [-0.8301, 0.8043, 3.8945], [-1.4033, 2.0902, 2.8354], [1.7577, -0.0412, 4.4574], [2.8004, 0.8570, 6.4917], [3.3268, 3.2794, 6.6489], [2.8127, 4.7637, 4.7371], [1.7774, 3.8524, 2.6921], [1.6622, 0.9193, -0.9505], [3.6389, 0.2268, -2.1700], [5.8230, 0.0937, -1.0215], [5.9417, 0.5277, 1.4215], [3.9124, 1.0918, 2.6901], [-2.0483, -3.6217, -1.5258], [-0.9916, -2.8324, -2.2109], [-0.1962, -1.9090, -1.7106], [0.6934, -1.5598, -2.7374], [0.4192, -2.2688, -3.8505], [-0.6577, -3.0587, -3.5022], [-2.0834, -3.3670, -0.4730], [-1.8286, -4.6896, -1.5966], [-3.0265, -3.4374, -1.9712], [1.4937, -0.8462, -2.5914], [0.8718, -2.2877, -4.8292], [-1.0918, -3.7473, -4.0890], [-3.0520, 1.8949, -4.6485], [-2.1055, 1.2650, -3.7273], [-0.7327, 1.1622, -4.2309], [-2.4986, 0.9850, -2.1673], [-1.2496, 0.7417, -1.3711], [-3.3826, 2.2155, -1.5433], [-2.6821, 3.4748, -1.2661], [-4.8054, 2.3800, -1.8263], [-3.5272, -0.2979, -2.1034], [-4.1482, -0.5324, -0.7737], [-4.2589, -0.8229, -3.2618], [-3.1272, 1.3167, -5.5724], [-2.7309, 2.9067, -4.9074], [-4.0503, 1.9569, -4.2177], [-0.6474, 0.3875, -4.9958], [-0.0466, 0.9270, -3.4248], [-0.4338, 2.1142, -4.6753], [-1.6659, 3.2665, -0.9768], [-3.1676, 3.9857, -0.4330], [-2.6884, 4.1472, -2.1323], [-5.2860, 1.4136, -1.9926], [-4.9876, 3.0180, -2.6985], [-5.2881, 2.8498, -0.9677], [-3.4621, -1.0301, -0.0921], [-5.0270, -1.1644, -0.8979], [-4.4667, 0.3940, -0.2961], [-3.6929, -0.6572, -4.1787], [-5.2512, -0.3729, -3.3751], [-4.3955, -1.9012, -3.1550], [0.4926, 9.7116, -1.5716], [0.4971, 8.6723, -2.4203], [-0.6015, 8.7675, -3.1971], [1.5699, 8.7829, -3.2229], [0.5130, 7.3683, -1.6784], [0.0585, 7.3055, -0.3735], [0.0312, 6.0864, 0.2910], [0.4533, 4.9233, -0.3522], [0.9123, 5.0050, -1.6702], [0.9421, 6.2222, -2.3290], [0.4350, 3.6460, 0.3349], [0.4155, 2.5658, 0.8696], [-0.2686, 8.2075, 0.1274], [-0.3251, 6.0288, 1.3150], [1.2534, 4.1020, -2.1686], [1.3036, 6.2854, -3.3477]], "forces_ev_per_a": [[-0.3, -0.1, 0.1], [0.2, -0.2, 0.3], [0.1, 0.5, -0.2], [-0.4, -0.6, 0.0], [0.0, 0.0, 0.2], [0.0, 0.0, 0.1], [-0.1, 0.0, 0.1], [0.0, 0.1, 0.0], [0.0, 0.0, -0.1], [-0.1, 0.1, 0.1], [0.1, 0.2, -0.1], [-0.1, -0.3, 0.1], [0.0, -0.1, 0.0], [0.0, 0.0, 0.0], [0.0, 0.0, 0.0], [0.1, 0.1, 0.0], [0.1, 0.0, -0.3], [-0.4, 0.0, -0.1], [0.0, -0.2, 0.2], [0.1, 0.2, 0.0], [-0.1, 0.0, -0.1], [0.0, 0.0, 0.0], [0.0, 0.0, -0.1], [0.0, 0.1, 0.0], [0.3, 0.1, 0.1], [0.4, 0.1, -0.2], [-0.1, -0.2, -0.1], [0.1, 0.0, 0.1], [-0.1, 0.0, 0.1], [0.1, -0.1, -0.1], [-0.1, -0.1, 0.1], [0.1, 0.0, -0.3], [-0.1, 0.0, -0.1], [-0.1, -0.2, 0.2], [0.0, 0.0, 0.0], [-0.1, 0.1, 0.1], [0.0, 0.0, 0.0], [0.1, 0.1, -0.1], [0.1, 0.0, -0.1], [0.1, 0.0, 0.0], [0.0, 0.0, -0.1], [0.0, 0.0, -0.1], [-0.1, 0.1, 0.0], [0.0, 0.0, 0.0], [0.1, 0.0, -0.1], [-0.1, -0.1, 0.0], [0.1, 0.1, 0.0], [0.0, 0.0, -0.1], [-0.1, -0.1, -0.1], [0.0, -0.1, 0.0], [0.0, 0.0, 0.1], [-0.4, 0.3, -0.2], [0.0, 0.1, 0.1], [-0.1, 0.0, 0.1], [-0.1, 0.0, 0.0], [0.0, 0.0, -0.1], [-0.1, 0.1, 0.0], [0.3, 0.1, -0.1], [0.7, 0.3, -0.3], [-0.1, 0.0, 0.5], [-0.3, -0.2, 0.0], [0.1, -0.1, -0.2], [0.0, 0.1, 0.1], [0.0, 0.1, 0.0], [0.0, 0.0, 0.0], [-0.1, -0.1, 0.0], [-0.1, 0.0, 0.1], [-0.1, -0.1, -0.1], [0.1, -0.1, 0.0], [0.3, 0.2, -0.4], [-0.3, 0.1, -0.1], [0.3, -0.4, 0.2], [0.2, 0.1, 0.2], [-0.1, 0.6, 0.0], [-0.4, 0.0, -0.1], [0.0, 0.0, 0.1], [-0.6, -0.3, 0.2], [0.0, -0.2, -0.4], [0.2, 0.0, 0.2], [0.0, 0.0, 0.0], [0.0, 0.0, 0.0], [0.1, -0.1, 0.0], [0.0, 0.0, 0.0], [-0.1, 0.0, 0.1], [0.0, 0.0, 0.0], [0.3, -0.1, 0.1], [0.0, 0.0, 0.0], [0.0, 0.0, 0.0], [0.1, 0.2, 0.0], [0.0, 0.0, 0.1], [0.0, 0.0, 0.0], [0.2, -0.1, 0.0], [0.0, 0.0, 0.0], [0.0, 0.0, 0.0], [0.0, 0.0, 0.1], [0.0, 0.0, 0.0], [0.0, 0.0, 0.1], [0.0, 0.1, -0.3], [0.1, -0.2, 0.2], [0.1, 0.2, 0.0], [-0.2, 0.2, 0.0], [0.0, -0.1, 0.0], [-0.1, -0.1, 0.2], [-0.1, 0.1, 0.1], [0.0, -0.4, 0.2], [0.1, -0.1, -0.1], [0.0, -0.2, 0.0], [-0.2, 0.9, -0.6], [0.3, -0.3, 0.8], [0.0, -0.1, 0.0], [0.1, 0.0, -0.1], [0.0, 0.1, 0.1], [0.0, 0.0, 0.0]], "lowdin_charge": [0.698, -0.329, -0.329, 1.022, -0.394, -0.132, -0.081, -0.078, -0.069, -0.089, -0.349, -0.131, -0.077, -0.068, -0.065, -0.082, -0.301, 0.828, -0.341, -0.098, -0.072, -0.086, -0.074, -0.075, -0.292, -0.204, -0.097, -0.092, -0.066, -0.069, 0.107, 0.038, 0.061, 0.069, 0.097, 0.109, 0.107, 0.110, 0.112, 0.086, 0.116, 0.110, 0.110, 0.106, 0.059, 0.071, 0.064, 0.104, 0.105, 0.105, 0.094, 0.056, 0.098, 0.104, 0.108, 0.096, 0.017, -0.369, 0.037, -0.141, -0.067, 0.120, 0.064, 0.091, 0.074, 0.089, 0.124, 0.164, -0.088, -0.283, -0.077, 0.523, -0.344, -0.290, -0.069, -0.103, -0.276, -0.076, -0.095, 0.091, 0.094, 0.060, 0.081, 0.049, 0.090, 0.039, 0.097, 0.094, 0.067, 0.084, 0.096, 0.057, 0.095, 0.073, 0.073, 0.084, 0.073, 0.144, -0.585, 0.144, 0.144, -0.123, 0.004, -0.007, -0.236, -0.015, -0.002, -0.036, -0.158, 0.126, 0.124, 0.118, 0.126], "orbital_gap_ev": [6.2369, 6.5560], "charge": 1, "energy_ev": -125410.7549, "lumo_ev": [-1.8, -1.9], "spin_multiplicity": 6, "homo_energy_ev": [-8.07, -8.41]}